# 1
Molecular formula: C22H28Cl2N2O5S
Method: DFT, ωB97M-V/def2-TZVPD

```
! RIJCOSX wB97M-V def2-TZVPD def2/J DEFGRID3
* xyz 0 1
C -0.75 1.74 5.96
C -1.28 0.45 5.48
H -1.80 0.52 4.57
H -1.92 0.12 6.38
C -0.25 -0.37 5.38
N 0.60 -0.25 4.35
C 0.18 -0.41 3.08
C 1.51 0.23 2.23
C 2.53 0.56 3.19
C 1.94 0.28 4.36
C 2.86 0.32 5.74
H 2.93 -0.47 6.31
H 2.03 1.30 6.34
H 3.74 0.76 5.48
H 3.47 0.99 2.91
C 1.41 0.08 0.86
O 0.40 -0.07 0.01
C 2.76 0.56 0.23
H 3.22 1.63 0.38
H 3.61 -0.23 0.53
O 2.76 0.72 -1.18
C 2.58 -0.74 -1.68
O 2.89 -1.71 -1.26
C 1.94 -0.60 -3.09
C 1.37 0.80 -3.43
C 0.43 0.75 -4.68
C 0.40 -0.15 -5.56
C 1.60 -1.33 -5.41
C 2.06 -1.47 -4.07
Cl 3.12 -2.75 -3.95
H 1.69 -2.05 -6.14
Cl -0.33 -0.03 -6.97
S -0.75 2.06 -4.81
O -0.82 2.69 -6.07
O -0.64 3.00 -3.63
N -2.09 1.25 -4.66
H -2.47 1.00 -5.44
C -2.67 0.54 -3.30
H -1.96 1.33 -2.58
C -2.18 -0.85 -3.07
C -2.45 -1.22 -1.77
H -1.54 -0.84 -1.01
H -2.19 -2.19 -1.50
H -3.40 -0.82 -1.21
C -3.15 -1.50 -3.90
H -3.08 -2.56 -4.06
H -4.39 -1.38 -3.70
H -3.38 -1.24 -5.17
H -1.13 -0.84 -3.60
H -3.59 0.89 -2.99
H 1.02 1.44 -2.69
C -0.89 -0.80 2.46
H -1.61 0.04 2.24
H -0.94 -1.26 1.42
H -1.46 -1.69 3.02
H -0.61 -1.79 5.16
H 0.44 -0.58 6.31
H -0.16 1.72 7.02
H -1.45 2.47 6.09
H -0.20 1.93 5.09
*
```

Output
HOMO level: -7.98 eV
ΔE to the lowest compared entry with this formula, charge and spin: 453.1 kcal per mole
HOMO-LUMO gap: 7.18 eV
E_LUMO: -0.800 eV



# 2
Molecular formula: C5H12
Method: DFT, ωB97M-V/def2-TZVPD

```
! RIJCOSX wB97M-V def2-TZVPD def2/J DEFGRID3
* xyz 0 1
C -1.34 -1.93 -2.01
C -1.52 -2.74 -0.96
H -0.81 -0.98 -1.90
H -1.72 -2.19 -3.00
H -1.14 -2.48 0.03
H -2.05 -3.70 -1.07
C -0.12 0.93 1.66
C 1.37 1.95 -0.11
C 1.20 0.83 0.91
H -0.18 1.89 2.20
H -0.22 0.11 2.39
H -0.96 0.87 0.95
H 1.34 2.93 0.40
H 2.33 1.87 -0.65
H 0.55 1.92 -0.85
H 2.04 0.87 1.63
H 1.25 -0.15 0.39
*
```

Output
HOMO level: -10.19 eV
SMILES: C=C.CCC
ΔE to the lowest compared entry with this formula, charge and spin: 29.3 kcal per mole
HOMO-LUMO gap: 11.35 eV
E_LUMO: 1.150 eV



# 3
Molecular formula: C4H6O2
Method: DFT, ωB97M-V/def2-TZVPD

```
! RIJCOSX wB97M-V def2-TZVPD def2/J DEFGRID3
* xyz 0 1
O 1.49 0.89 1.20
C 1.75 0.23 0.23
C 0.69 -0.45 -0.59
C -0.55 -0.66 0.24
C -1.67 0.40 0.13
O -1.73 -0.83 -0.51
H 2.81 0.11 -0.11
H 1.12 -1.35 -1.06
H 0.44 0.21 -1.44
H -0.63 -0.35 1.28
H -2.42 0.47 0.92
H -1.29 1.33 -0.29
*
```

Output
HOMO level: -9.35 eV
SMILES: O=CC[C@H]1CO1
ΔE to the lowest compared entry with this formula, charge and spin: 88.1 kcal per mole
HOMO-LUMO gap: 10.33 eV
E_LUMO: 0.977 eV



# 4
Molecular formula: C6H10O
Method: DFT, ωB97M-V/def2-TZVPD

```
! RIJCOSX wB97M-V def2-TZVPD def2/J DEFGRID3
* xyz 0 1
O 2.16 -1.73 1.38
C 2.57 -0.71 0.84
C 1.59 -0.12 -0.08
C 0.31 0.47 0.52
C -0.76 0.64 -0.55
C -1.69 -0.49 -0.89
C -2.21 0.72 -0.16
H 3.63 -0.49 0.98
H 2.04 0.59 -0.83
H 1.28 -1.34 -0.06
H 0.48 1.44 1.01
H -0.07 -0.22 1.28
H -0.46 1.27 -1.39
H -1.99 -0.62 -1.93
H -1.59 -1.42 -0.34
H -2.85 1.42 -0.68
H -2.45 0.61 0.90
*
```

Output
HOMO level: -9.99 eV
SMILES: O=CCCC1CC1
ΔE to the lowest compared entry with this formula, charge and spin: 59.1 kcal per mole
HOMO-LUMO gap: 10.78 eV
E_LUMO: 0.787 eV



# 5
Molecular formula: C12H24BiCl2N2S
Method: DFT, ωB97M-V/def2-TZVPD

```
! RIJCOSX wB97M-V def2-TZVPD def2/J DEFGRID3
* xyz -1 1
Bi 0.12 -0.55 -1.85
Cl 2.63 -0.59 -1.21
Cl -2.18 0.09 -0.83
C 0.64 1.30 -2.75
H 0.04 1.86 -3.49
H 1.69 1.54 -2.79
C -0.28 -3.51 0.50
C -0.18 -3.29 -0.79
H -1.08 -3.06 1.11
C 0.96 -3.80 -1.66
H -1.05 -2.84 -1.31
C 1.78 -4.89 -0.97
H 0.60 -4.17 -2.64
H 1.67 -2.98 -1.85
C 1.97 -4.66 0.52
H 1.28 -5.87 -1.10
H 2.75 -4.98 -1.45
C 0.62 -4.46 1.25
H 2.50 -5.51 0.98
H 2.57 -3.76 0.68
H 0.15 -5.44 1.42
H 0.79 -4.04 2.24
C 0.46 1.87 2.55
N -0.50 2.62 1.75
C -1.85 2.71 2.29
C -0.34 2.74 0.41
S 0.89 1.91 -0.48
N -1.19 3.57 -0.24
C -1.51 4.87 0.38
C -1.17 3.60 -1.70
H 0.16 1.97 3.60
H 1.46 2.29 2.42
H 0.48 0.81 2.29
H -2.05 3.71 2.69
H -2.59 2.47 1.52
H -1.95 2.01 3.12
H -0.63 5.33 0.84
H -1.89 5.53 -0.40
H -2.29 4.76 1.14
H -0.20 3.94 -2.07
H -1.36 2.60 -2.09
H -1.95 4.29 -2.02
*
```

Output
HOMO level (alpha / beta): -2.40 / -1.91 eV
ΔE to the lowest compared entry with this formula, charge and spin: 60.9 kcal per mole
HOMO-LUMO gap (alpha / beta): 5.32 / 4.84 eV
E_LUMO (alpha / beta): 2.921 / 2.929 eV



# 6
Molecular formula: C6H13NO
Method: DFT, ωB97M-V/def2-TZVPD

```
! RIJCOSX wB97M-V def2-TZVPD def2/J DEFGRID3
* xyz 0 1
C -2.16 -0.12 -0.08
C -0.73 0.37 -0.32
C -0.62 1.87 -0.04
C 0.28 -0.43 0.52
C 0.33 -1.92 0.18
C 1.67 0.16 0.39
N 2.45 -0.04 -0.68
H -2.88 0.54 -0.59
H -2.32 -1.14 -0.46
H -2.40 -0.12 1.00
H -0.50 0.20 -1.39
H -0.60 2.06 1.04
H 0.28 2.31 -0.48
H -1.48 2.41 -0.47
H 0.03 -0.30 1.59
H 0.31 -2.08 -0.91
H 1.24 -2.39 0.58
H -0.54 -2.44 0.61
O 2.31 0.80 1.26
H 1.97 -0.26 -1.54
H 3.36 0.53 -0.21
*
```

Output
HOMO level: -9.54 eV
SMILES: CC(C)[C@@H](C)C(N)=O
ΔE to the lowest compared entry with this formula, charge and spin: 25.2 kcal per mole
HOMO-LUMO gap: 10.44 eV
E_LUMO: 0.901 eV



# 7
Molecular formula: C3H8N2O
Method: DFT, ωB97M-V/def2-TZVPD

```
! RIJCOSX wB97M-V def2-TZVPD def2/J DEFGRID3
* xyz -1 2
C -0.87 -0.08 -1.48
C -1.87 -1.16 0.33
N -1.00 -0.21 -0.05
H -0.24 0.75 -1.82
H -1.82 -0.03 -2.03
H -0.36 -0.99 -1.86
H -2.05 -1.28 1.40
H -2.30 -1.93 -0.32
C 2.33 0.80 0.70
N 1.11 0.96 1.22
O 2.62 0.55 -0.45
H 3.14 0.96 1.45
H 1.08 0.94 2.22
H 0.22 0.72 0.68
*
```

Output
HOMO level (alpha / beta): 0.22 / -3.79 eV
⟨S²⟩: 0.753
ΔE to the lowest compared entry with this formula, charge and spin: 15.1 kcal per mole
HOMO-LUMO gap (alpha / beta): 3.80 / 7.79 eV
E_LUMO (alpha / beta): 4.014 / 3.993 eV



# 8
Molecular formula: C2H8O
Method: DFT, ωB97M-V/def2-TZVPD

```
! RIJCOSX wB97M-V def2-TZVPD def2/J DEFGRID3
* xyz 0 1
C 0.65 0.36 0.84
C -0.27 1.54 0.57
H 1.65 0.78 1.04
H 0.70 -0.25 -0.08
H 0.37 -0.29 1.68
H -0.30 2.12 1.50
H -1.31 1.28 0.28
H 0.16 2.17 -0.23
O -0.69 -2.23 -2.03
H -1.20 -3.02 -1.73
H 0.25 -2.46 -1.85
*
```

Output
HOMO level: -11.53 eV
SMILES: CC.O
ΔE to the lowest compared entry with this formula, charge and spin: 1.7 kcal per mole
HOMO-LUMO gap: 12.43 eV
E_LUMO: 0.895 eV



# 9
Molecular formula: C17H16N2O2S
Method: DFT, ωB97M-V/def2-TZVPD

```
! RIJCOSX wB97M-V def2-TZVPD def2/J DEFGRID3
* xyz 0 1
C -6.15 -0.82 -0.14
H -6.45 -0.18 0.68
H -6.31 -0.29 -1.08
H -6.78 -1.70 -0.14
C -4.69 -1.24 0.00
C -3.68 -0.12 -0.05
C -2.33 -0.46 -0.07
C -1.35 0.52 -0.09
C -1.72 1.86 -0.11
C -3.05 2.20 -0.10
C -4.04 1.22 -0.07
H -5.07 1.52 -0.06
H -3.34 3.24 -0.12
H -0.95 2.62 -0.13
N 0.01 0.17 -0.16
S 0.64 -1.14 0.68
O 0.04 -2.36 0.22
O 0.64 -0.89 2.09
C 2.34 -1.11 0.11
C 2.91 -2.30 -0.24
C 4.28 -2.37 -0.58
C 5.05 -1.24 -0.54
C 4.49 0.00 -0.19
C 5.23 1.20 -0.13
C 4.61 2.36 0.22
C 3.23 2.33 0.49
N 2.51 1.25 0.44
C 3.10 0.08 0.13
H 2.70 3.24 0.74
H 5.15 3.30 0.28
H 6.29 1.17 -0.36
H 6.10 -1.28 -0.78
H 4.71 -3.32 -0.85
H 2.29 -3.18 -0.24
H 0.64 0.95 0.00
H -2.04 -1.50 -0.05
H -4.56 -1.76 0.95
H -4.44 -1.95 -0.79
*
```

Output
HOMO level: -8.24 eV
SMILES: CCc1cccc(NS(=O)(=O)c2cccc3cccnc23)c1
ΔE to the lowest compared entry with this formula, charge and spin: 42.2 kcal per mole
HOMO-LUMO gap: 7.71 eV
E_LUMO: -0.527 eV



# 10
Molecular formula: C40H32FeN9O5
Method: DFT, ωB97M-V/def2-TZVPD

```
! RIJCOSX wB97M-V def2-TZVPD def2/J DEFGRID3
* xyz -1 5
Fe -0.77 0.30 -0.14
C -0.24 -2.11 -3.85
C 1.15 -2.30 -3.93
C 1.93 -2.01 -2.85
C 1.35 -1.53 -1.64
N 0.00 -1.28 -1.61
C -0.74 -1.59 -2.68
N 2.17 -1.36 -0.60
C 1.72 -1.05 0.63
N 0.44 -0.74 1.01
C 0.39 -0.65 2.38
N -0.88 -0.62 3.01
C -1.54 -1.77 2.73
C -1.01 -3.05 2.73
C -1.80 -4.10 2.30
C -3.11 -3.83 1.85
C -3.60 -2.57 1.90
N -2.83 -1.56 2.39
C 1.66 -0.82 2.93
C 2.18 -0.78 4.24
C 3.52 -0.99 4.42
C 4.37 -1.27 3.33
C 3.88 -1.33 2.05
C 2.52 -1.08 1.82
H -0.90 -2.35 -4.67
H 1.59 -2.68 -4.85
H 3.00 -2.15 -2.87
H -1.81 -1.40 -2.58
H 0.02 -3.19 3.01
H -1.41 -5.10 2.29
H -3.73 -4.63 1.46
H -4.58 -2.29 1.53
H 1.52 -0.58 5.08
H 3.94 -0.94 5.42
H 5.43 -1.46 3.51
H 4.51 -1.61 1.21
C 0.25 2.65 3.44
O -0.71 2.14 4.38
C -1.79 1.41 4.02
C -2.79 1.39 4.91
C -4.01 0.65 4.69
C -4.25 -0.03 3.57
C -3.23 -0.15 2.47
C -3.78 0.31 1.15
N -3.32 -0.18 0.08
N -3.83 0.26 -1.11
C -2.98 0.92 -1.82
O -1.79 1.28 -1.43
C -3.38 1.31 -3.20
C -4.35 0.60 -3.89
C -4.65 0.92 -5.21
C -3.98 1.96 -5.84
C -3.02 2.69 -5.15
C -2.72 2.36 -3.84
C -1.79 0.61 2.72
O -1.39 1.29 1.68
H 1.00 3.14 4.05
H 0.71 1.86 2.86
H -0.21 3.36 2.76
H -2.67 1.96 5.83
H -4.77 0.69 5.47
H -5.17 -0.57 3.42
H -4.49 1.14 1.16
H -4.85 -0.22 -3.39
H -5.40 0.36 -5.75
H -4.21 2.21 -6.87
H -2.50 3.50 -5.64
H -1.97 2.92 -3.29
O 6.95 -0.62 -0.41
C 6.48 0.70 -0.26
N 5.14 0.90 -0.75
C 4.85 1.76 -1.77
O 5.69 2.44 -2.33
C 3.41 1.76 -2.14
C 3.06 1.90 -3.48
C 1.73 1.80 -3.82
C 0.80 1.58 -2.82
N 1.12 1.52 -1.53
C 2.40 1.61 -1.21
H 6.39 -1.21 0.10
H 7.13 1.34 -0.85
H 6.53 1.01 0.80
H 4.41 0.27 -0.45
H 3.84 2.05 -4.21
H 1.40 1.87 -4.85
H -0.25 1.44 -3.05
H 2.63 1.59 -0.14
*
```

Output
HOMO level (alpha / beta): -2.89 / -2.90 eV
⟨S²⟩: 6.012
ΔE to the lowest compared entry with this formula, charge and spin: 80.9 kcal per mole
HOMO-LUMO gap (alpha / beta): 4.91 / 4.91 eV
E_LUMO (alpha / beta): 2.018 / 2.010 eV



# 11
Molecular formula: C6H9NO3
Method: DFT, ωB97M-V/def2-TZVPD

```
! RIJCOSX wB97M-V def2-TZVPD def2/J DEFGRID3
* xyz 0 1
C -0.90 0.51 0.49
C 0.72 0.77 -0.14
N 0.81 0.96 -1.53
C 1.55 1.48 0.69
O -0.81 0.66 1.87
O -1.77 1.04 -0.18
H -1.71 0.80 2.19
H 0.55 1.90 -1.80
H 0.24 0.29 -2.04
H 2.28 2.17 0.29
H 1.45 1.40 1.76
C -1.26 -1.77 -0.94
C -0.62 -1.32 0.29
C 0.80 -0.95 0.23
O -0.84 -1.55 -2.07
H -2.25 -2.25 -0.81
H -0.96 -1.81 1.19
H 1.34 -1.07 1.16
H 1.36 -1.27 -0.65
*
```

Output
HOMO level (alpha / beta): -8.30 / -8.30 eV
ΔE to the lowest compared entry with this formula, charge and spin: 104.9 kcal per mole
HOMO-LUMO gap (alpha / beta): 6.64 / 6.66 eV
E_LUMO (alpha / beta): -1.655 / -1.643 eV



# 12
Molecular formula: C4H9NOP
Method: DFT, ωB97M-V/def2-TZVPD

```
! RIJCOSX wB97M-V def2-TZVPD def2/J DEFGRID3
* xyz 1 1
C -0.22 1.96 -0.65
C -1.95 0.26 0.69
C -0.13 -1.66 0.39
C -0.79 -0.38 -0.24
N 0.15 0.73 -0.51
O -2.02 1.44 0.86
P 2.50 0.06 0.50
H 0.41 2.87 -0.61
H -1.26 2.17 -0.93
H -2.71 -0.50 1.01
H 0.46 -1.97 -0.55
H 0.61 -1.36 1.04
H -0.82 -2.41 0.86
H -1.20 -0.71 -1.25
H 2.87 -0.83 -0.57
H 3.53 0.91 -0.02
*
```

Output
HOMO level (alpha / beta): -13.94 / -13.94 eV
ΔE to the lowest compared entry with this formula, charge and spin: 98.5 kcal per mole
HOMO-LUMO gap (alpha / beta): 7.23 / 7.23 eV
E_LUMO (alpha / beta): -6.713 / -6.712 eV



# 13
Molecular formula: C5H9NO
Method: DFT, ωB97M-V/def2-TZVPD

```
! RIJCOSX wB97M-V def2-TZVPD def2/J DEFGRID3
* xyz 1 2
C -0.32 -0.51 -2.87
C -0.28 0.10 -1.53
C 0.79 -0.31 -0.61
N 0.53 0.16 0.61
C -0.55 1.00 0.54
C -1.15 0.80 -0.75
H 0.24 -1.45 -2.92
H 0.10 0.04 -3.71
H -1.32 -0.77 -3.19
H 1.44 -1.18 -0.62
H 1.09 0.08 1.46
H -1.18 1.26 1.38
H -2.06 1.30 -1.01
H 0.02 -1.37 3.50
H 0.54 -0.02 4.04
O 0.78 -0.78 3.49
*
```

Output
HOMO level (alpha / beta): -14.58 / -14.90 eV
⟨S²⟩: 0.767
ΔE to the lowest compared entry with this formula, charge and spin: 6.1 kcal per mole
HOMO-LUMO gap (alpha / beta): 10.74 / 7.71 eV
E_LUMO (alpha / beta): -3.836 / -7.195 eV



# 14
Molecular formula: C53H59IrN4S3
Method: DFT, ωB97M-V/def2-TZVPD

```
! RIJCOSX wB97M-V def2-TZVPD def2/J DEFGRID3
* xyz 2 1
Ir 0.22 -1.52 0.24
C 0.79 -3.59 0.33
C 0.17 -3.23 1.57
C -1.26 -3.15 1.27
C -1.42 -3.55 -0.09
C -0.19 -3.83 -0.67
C 0.07 -4.39 -2.03
C 1.35 -3.79 -2.62
C -1.10 -4.14 -2.98
C 0.26 -5.91 -1.84
C -2.44 -2.63 2.09
C -3.75 -2.80 1.31
C -2.27 -1.12 2.37
C -2.61 -3.36 3.43
C 0.96 -3.38 2.88
C 0.81 -2.18 3.82
C 2.46 -3.53 2.57
C 0.54 -4.68 3.58
H 1.82 -3.89 0.23
H -2.36 -3.61 -0.61
H 1.31 -2.70 -2.60
H 1.47 -4.11 -3.66
H 2.24 -4.11 -2.07
H -1.32 -3.07 -3.07
H -2.01 -4.65 -2.63
H -0.87 -4.53 -3.97
H 1.09 -6.13 -1.17
H 0.46 -6.38 -2.81
H -0.65 -6.36 -1.43
H -3.76 -2.19 0.40
H -4.58 -2.47 1.93
H -3.93 -3.84 1.04
H -2.09 -0.59 1.44
H -1.45 -0.92 3.05
H -3.19 -0.74 2.81
H -2.67 -4.44 3.29
H -3.55 -3.04 3.89
H -1.82 -3.14 4.14
H 0.99 -1.25 3.27
H 1.55 -2.26 4.62
H -0.17 -2.12 4.28
H 2.84 -2.69 1.99
H 2.67 -4.45 2.03
H 3.01 -3.58 3.51
H -0.50 -4.67 3.91
H 1.16 -4.84 4.46
H 0.67 -5.53 2.92
N 1.07 0.04 1.07
S 1.46 1.38 1.48
N 1.66 2.54 0.38
S 0.86 2.72 -0.92
N -0.60 2.20 -0.92
S -1.15 0.85 -1.65
N -0.61 -0.47 -1.32
C -1.04 1.18 -3.39
C -1.39 2.43 -3.89
C -1.32 2.65 -5.25
C -0.91 1.62 -6.10
C -0.57 0.38 -5.59
C -0.64 0.15 -4.22
C -2.87 1.08 -1.25
C -3.83 0.80 -2.21
C -5.17 0.91 -1.86
C -5.53 1.27 -0.57
C -4.55 1.53 0.39
C -3.21 1.45 0.05
C 0.79 4.46 -1.16
C 1.99 5.16 -1.15
C 1.96 6.52 -1.34
C 0.75 7.17 -1.53
C -0.44 6.46 -1.53
C -0.43 5.09 -1.34
C 1.80 2.07 -2.27
C 2.38 0.82 -2.09
C 3.06 0.25 -3.15
C 3.17 0.93 -4.35
C 2.59 2.18 -4.52
C 1.90 2.77 -3.47
C 3.04 1.41 2.27
C 3.54 2.60 2.80
C 4.75 2.56 3.46
C 5.44 1.36 3.59
C 4.93 0.19 3.05
C 3.71 0.21 2.38
C 0.33 2.06 2.68
C 0.34 1.49 3.95
C -0.60 1.89 4.87
C -1.53 2.87 4.53
C -1.52 3.45 3.27
C -0.58 3.04 2.33
H -1.72 3.21 -3.21
H -1.58 3.62 -5.66
H -0.87 1.79 -7.16
H -0.26 -0.42 -6.25
H -0.39 -0.81 -3.78
H -3.55 0.49 -3.21
H -5.93 0.71 -2.60
H -6.57 1.34 -0.30
H -4.83 1.81 1.39
H -2.43 1.67 0.77
H 2.93 4.63 -1.00
H 2.89 7.09 -1.34
H 0.73 8.25 -1.68
H -1.38 6.98 -1.67
H -1.35 4.51 -1.33
H 2.28 0.31 -1.14
H 3.52 -0.72 -3.03
H 3.72 0.48 -5.17
H 2.69 2.71 -5.46
H 1.44 3.74 -3.59
H 2.99 3.53 2.68
H 5.17 3.47 3.88
H 6.38 1.34 4.12
H 5.47 -0.74 3.15
H 3.27 -0.68 1.95
H 1.07 0.73 4.20
H -0.62 1.45 5.86
H -2.28 3.17 5.26
H -2.22 4.23 3.02
H -0.57 3.48 1.34
*
```

Output
HOMO level (alpha / beta): -12.67 / -12.67 eV
HOMO-LUMO gap (alpha / beta): 6.92 / 6.92 eV
E_LUMO (alpha / beta): -5.747 / -5.749 eV



# 15
Molecular formula: C3H3NO2
Method: DFT, ωB97M-V/def2-TZVPD

```
! RIJCOSX wB97M-V def2-TZVPD def2/J DEFGRID3
* xyz 0 1
C 1.03 -0.38 -0.29
C -1.17 1.47 1.08
C 2.05 -0.61 -0.98
N 3.04 -0.48 -1.77
O 0.09 -1.32 0.03
O -1.71 0.75 0.34
H 1.06 0.41 0.28
H 0.49 -2.06 -0.39
H 3.26 0.15 -2.57
*
```

Output
HOMO level: -8.39 eV
ΔE to the lowest compared entry with this formula, charge and spin: 98.7 kcal per mole
HOMO-LUMO gap: 8.58 eV
E_LUMO: 0.191 eV



For the records above, the corresponding E_tot values read -2658.70940 -197.66249 -306.36585 -309.74825 -2114.27928 -366.39368 -303.80754 -156.22246 -1315.59039 -3676.28517 -514.34566 -628.74109 -325.60586 -3572.18169 -321.22039 Ha.